(1)
A structure of composition C6H17N5O2Sn. Source: the OMol25 dataset; level of theory: wB97M-V/def2-TZVPD.

Values from the calculation:
Orbital gap, eV: 10.13
Net charge: +2
HOMO level, eV: -16.488
Calculated total energy, eV: -23863.32938
Lowest unoccupied orbital energy, eV: -6.4

Last column: Mulliken charge in e.
Element x y z (Å)
Sn -2.234 2.812 2.158  1.045
N -2.372 1.203 0.411  -0.650
C -1.060 1.162 -0.285  0.158
C -0.783 -0.122 -1.065  -1.010
C -0.788 -1.451 -0.304  -0.292
C 0.346 -1.674 0.697  -1.275
N 1.673 -1.494 0.128  0.005
C 2.441 -2.429 -0.420  0.834
N 3.641 -2.090 -0.885  -0.376
N 2.034 -3.694 -0.541  -0.335
C 0.064 1.567 0.690  0.584
O 1.198 1.217 0.500  -0.634
O -0.306 2.318 1.700  -0.648
H -2.534 0.316 0.902  0.331
H -3.136 1.279 -0.264  0.344
H -1.085 1.981 -1.015  0.300
H 0.180 0.017 -1.557  0.397
H -1.520 -0.191 -1.869  0.441
H -0.757 -2.241 -1.059  0.330
H -1.733 -1.608 0.225  0.366
H 0.263 -2.666 1.142  0.469
H 0.288 -0.980 1.536  0.288
H 1.999 -0.530 0.124  0.295
H 4.012 -1.166 -0.735  0.201
H 4.261 -2.776 -1.285  0.201
H 1.141 -3.995 -0.199  0.178
H 2.655 -4.405 -0.891  0.207
N -2.010 4.666 0.696  -0.768
H -2.855 5.246 0.673  0.359
H -1.758 4.471 -0.275  0.294
H -1.262 5.260 1.067  0.360

---

(2)
An isolated molecule of C22H24N2 at a distorted geometry. Source: the OMol25 dataset; level of theory: wB97M-V/def2-TZVPD.

Values from the calculation:
Orbital gap, eV: 7.73
Structure (SMILES): C/C=C1/c2ccccc2C=C(N2CCN(C)CC2)c2ccccc21
HOMO level, eV: -7.395
Calculated total energy, eV: -26179.10641
Lowest unoccupied orbital energy, eV: 0.3

Last column: Mulliken charge in e.
Element x y z (Å)
C 2.038 -3.732 -1.792  -1.445
C 2.812 -2.534 -1.265  -0.750
C 2.288 -1.264 -1.052  -0.251
C 3.116 -0.270 -0.333  0.651
C 4.550 -0.175 -0.564  -0.645
C 5.314 0.556 0.316  -0.711
C 4.727 1.255 1.288  -0.739
C 3.371 1.202 1.429  -0.940
C 2.535 0.395 0.700  0.594
C 1.092 0.367 1.199  -0.602
C -0.076 0.118 0.497  -0.041
N -1.211 0.342 1.363  0.254
C -2.305 -0.610 1.684  -0.622
C -3.710 -0.112 1.183  -0.704
N -3.917 1.316 1.610  -0.007
C -5.319 1.833 1.617  -1.061
C -2.722 2.179 1.338  -0.556
C -1.413 1.737 1.841  -0.719
C -0.045 -0.381 -0.867  1.331
C -1.185 -0.039 -1.653  -0.481
C -1.349 -0.208 -2.961  -0.767
C -0.230 -0.777 -3.735  -0.615
C 1.015 -0.978 -3.028  -0.413
C 1.057 -0.824 -1.616  0.645
H 1.054 -3.460 -2.182  0.347
H 1.903 -4.498 -0.951  0.304
H 2.576 -4.142 -2.504  0.464
H 3.798 -2.596 -0.858  0.590
H 4.878 -0.695 -1.432  0.654
H 6.355 0.693 0.150  0.378
H 5.190 1.924 1.985  0.385
H 2.907 1.791 2.184  0.412
H 1.091 0.676 2.271  0.408
H -2.469 -0.601 2.806  0.334
H -1.976 -1.578 1.164  0.323
H -3.764 -0.146 0.072  0.318
H -4.582 -0.669 1.476  0.502
H -5.479 2.865 1.117  0.299
H -6.024 1.092 1.332  0.374
H -5.620 2.144 2.596  0.337
H -2.884 3.162 1.823  0.422
H -2.746 2.278 0.147  0.185
H -1.319 1.859 2.995  0.253
H -0.627 2.424 1.497  0.404
H -2.090 0.143 -1.041  -0.255
H -2.278 0.238 -3.387  0.347
H -0.121 -0.909 -4.826  0.354
H 1.797 -1.394 -3.633  0.453

---

(3)
An isolated molecule of C5H9NO. Source: the OMol25 dataset; level of theory: wB97M-V/def2-TZVPD.

Values from the calculation:
Orbital gap, eV: 10.65
Structure (SMILES): C[C@H]1N[C@H]1CC=O
HOMO level, eV: -9.611
Calculated total energy, eV: -8866.90036
Lowest unoccupied orbital energy, eV: 1.0

Last column: Mulliken charge in e.
Element x y z (Å)
C -1.397 0.090 1.315  -1.403
C -1.139 0.066 -0.167  0.017
N -0.893 1.394 -0.731  -0.739
C 0.110 0.343 -0.904  0.230
C 1.432 0.277 -0.182  -0.773
C 1.852 -1.186 -0.153  0.048
O 1.161 -2.096 -0.546  -0.470
H -1.072 1.052 1.724  0.389
H -2.482 0.033 1.461  0.365
H -0.930 -0.734 1.858  0.260
H -1.766 -0.616 -0.737  0.461
H -1.537 1.438 -1.509  0.266
H 0.170 -0.115 -1.891  0.358
H 1.356 0.625 0.857  0.299
H 2.248 0.852 -0.642  0.319
H 2.865 -1.398 0.248  0.370

---

(4)
A structure of composition C46H36BrFN6PSTl at a distorted geometry. Source: the OMol25 dataset; level of theory: wB97M-V/def2-TZVPD.

Values from the calculation:
Orbital gap, eV: 4.45
Net charge: -2
HOMO level, eV: -0.255
Calculated total energy, eV: -154803.13715
Lowest unoccupied orbital energy, eV: 4.2

Last column: Mulliken charge in e.
Element x y z (Å)
Tl -0.502 0.345 -0.799  0.934
N -2.550 -3.310 2.448  -0.564
C -1.706 -2.255 2.123  0.174
S -2.172 -0.723 2.729  -0.395
N -0.689 -2.649 1.399  -1.163
N 0.214 -1.747 0.930  1.266
C 1.307 -2.316 0.485  0.310
C 1.474 -3.801 0.458  -0.402
C 2.534 -4.398 1.138  0.016
C 2.707 -5.778 1.124  -0.758
C 1.821 -6.582 0.424  -0.421
C 0.751 -5.998 -0.245  -0.783
C 0.573 -4.623 -0.221  0.020
C 2.417 -1.485 0.001  0.071
C 3.527 -2.050 -0.663  -0.855
C 4.591 -1.251 -1.018  -0.643
C 4.521 0.119 -0.775  -0.829
C 3.341 0.608 -0.254  -0.401
N 2.328 -0.156 0.152  0.697
H -3.116 -3.156 3.263  0.234
H -2.113 -4.217 2.367  0.238
H 3.216 -3.766 1.695  0.473
H 3.534 -6.224 1.665  0.363
H 1.957 -7.658 0.406  0.355
H 0.052 -6.621 -0.793  0.405
H -0.259 -4.166 -0.738  0.412
H 3.533 -3.103 -0.899  0.563
H 5.457 -1.678 -1.510  0.380
H 5.334 0.787 -1.032  0.441
H 3.195 1.683 -0.146  0.084
Br 2.292 0.938 -3.695  -0.097
C 0.873 0.723 -4.954  0.459
C 1.017 1.351 -6.161  -0.797
C 0.022 1.181 -7.148  -0.382
C -1.048 0.369 -6.903  -0.959
C -1.190 -0.305 -5.663  1.198
C -2.263 -1.194 -5.434  -0.932
C -2.342 -1.868 -4.247  -1.006
C -1.410 -1.614 -3.218  -0.195
C -0.355 -0.722 -3.323  -0.439
C -0.228 -0.111 -4.612  0.436
H 1.893 1.953 -6.362  0.380
H 0.126 1.690 -8.101  0.340
H -1.807 0.217 -7.666  0.299
H -3.009 -1.331 -6.211  0.236
H -3.158 -2.567 -4.077  0.326
H -1.567 -2.133 -2.270  0.438
N 0.701 3.197 2.041  -0.149
P -0.283 1.709 2.216  -0.112
C -1.287 2.456 3.583  0.460
C -0.850 2.635 4.893  -0.398
C -1.685 3.204 5.848  -0.672
C -2.970 3.601 5.505  -0.427
C -3.418 3.422 4.201  -0.537
C -2.583 2.855 3.251  -0.605
C 0.969 0.788 3.220  0.826
C 0.574 -0.188 4.142  -0.663
C 1.509 -1.011 4.754  -0.843
C 2.862 -0.866 4.474  -0.641
C 3.272 0.128 3.597  -0.240
C 2.332 0.947 2.983  -0.404
C 1.158 3.754 0.871  0.136
C 2.208 4.695 0.902  -0.633
C 2.649 5.251 -0.280  -0.441
C 2.047 4.878 -1.476  -0.670
C 1.015 3.959 -1.407  -0.283
N 0.579 3.407 -0.278  0.092
H 1.177 3.542 2.860  0.282
H 0.146 2.314 5.179  0.369
H -1.333 3.334 6.866  0.373
H -3.626 4.032 6.253  0.345
H -4.426 3.715 3.930  0.387
H -2.936 2.684 2.238  0.415
H -0.480 -0.317 4.353  0.563
H 1.174 -1.785 5.435  0.367
H 3.590 -1.525 4.934  0.345
H 4.324 0.251 3.366  0.371
H 2.674 1.707 2.294  0.106
H 2.662 4.966 1.848  0.340
H 3.463 5.967 -0.274  0.368
H 2.372 5.274 -2.428  0.398
H 0.504 3.631 -2.309  0.411
F -6.981 -0.005 -2.787  -0.386
C -5.696 0.148 -2.316  0.666
C -4.856 1.041 -2.943  -0.814
C -3.556 1.177 -2.448  -0.026
C -3.072 0.464 -1.345  -0.778
C -3.983 -0.426 -0.760  0.313
C -5.289 -0.596 -1.230  -0.773
H -5.215 1.607 -3.798  0.355
H -2.901 1.882 -2.963  0.244
H -3.681 -1.011 0.105  0.033
H -5.980 -1.295 -0.767  0.402